{
  "formula": "C5H11N",
  "method": "ωB97M-V/def2-TZVPD",
  "species": ["C", "C", "N", "C", "C", "C", "H", "H", "H", "H", "H", "H", "H", "H", "H", "H", "H"],
  "coordinates": [[1.823789, -1.015045, -0.231834], [1.034574, -0.149925, -1.211636], [-0.290782, 0.309081, -0.770852], [-0.371357, 1.531476, 0.004944], [-0.701862, 0.222730, 0.619382], [-2.114855, -0.229184, 0.899497], [2.793290, -1.274481, -0.670605], [2.023599, -0.507565, 0.719513], [1.286507, -1.947408, -0.017195], [1.627421, 0.731110, -1.493692], [0.883605, -0.720402, -2.136985], [0.565102, 2.009224, 0.308509], [-1.162813, 2.224695, -0.279856], [0.031772, -0.138224, 1.341898], [-2.419167, 0.065220, 1.910438], [-2.192259, -1.320037, 0.826037], [-2.816562, 0.208735, 0.182437]],
  "atomic_forces_ev_per_a": [[-0.014, -0.025, 0.066], [0.156, 0.014, -0.127], [0.024, -0.087, -0.073], [-0.018, 0.256, 0.083], [-0.041, -0.100, 0.203], [-0.015, 0.027, -0.012], [-0.160, 0.011, 0.034], [-0.020, -0.059, -0.191], [0.107, 0.182, 0.000], [-0.090, -0.131, 0.074], [0.014, 0.069, 0.173], [-0.178, -0.138, -0.060], [0.127, -0.122, 0.048], [-0.094, 0.028, -0.172], [0.032, -0.033, -0.137], [0.016, 0.149, 0.008], [0.151, -0.043, 0.081]],
  "de_lowest_kj_mol": 125.1,
  "charge": 0,
  "lumo_energy_ev": 1.17,
  "homo_lumo_gap_ha": 0.3674,
  "largest_force_ha_per_bohr": 0.0052,
  "spin_multiplicity": 1,
  "smiles": "CCN1C[C@H]1C"
}

=====

{
  "formula": "C5H11N",
  "method": "ωB97M-V/def2-TZVPD",
  "species": ["C", "C", "C", "C", "C", "N", "H", "H", "H", "H", "H", "H", "H", "H", "H", "H", "H"],
  "coordinates": [[1.167950, 0.167796, -1.558720], [0.005361, 0.179728, -0.578030], [-1.054398, 1.204878, -0.836549], [0.089657, -0.473770, 0.587900], [-0.992383, -0.485499, 1.617869], [1.146908, -1.362447, 0.875857], [1.828251, 1.011411, -1.334657], [1.714431, -0.770750, -1.490739], [0.800564, 0.314668, -2.572265], [-1.184554, 1.365878, -1.909985], [-2.025469, 0.916073, -0.447367], [-0.789939, 2.175705, -0.390224], [-1.613917, 0.406407, 1.577516], [-0.642730, -0.575769, 2.641560], [-1.648048, -1.337247, 1.409428], [2.046747, -1.003197, 0.595605], [1.151573, -1.733865, 1.812794]],
  "atomic_forces_ev_per_a": [[-0.647, 0.046, 0.511], [0.787, 0.348, 0.254], [-0.173, 0.238, -0.163], [-0.023, -0.415, -0.092], [-0.715, 0.004, -0.212], [0.111, 0.175, -0.222], [0.202, -0.090, -0.079], [0.130, 0.043, -0.191], [0.062, -0.123, -0.122], [0.036, 0.009, 0.057], [-0.123, -0.002, 0.060], [-0.073, -0.111, -0.136], [0.045, -0.003, -0.029], [0.297, -0.060, 0.072], [-0.046, -0.015, 0.202], [0.077, -0.228, 0.128], [0.054, 0.185, -0.038]],
  "de_lowest_kj_mol": 37.5,
  "charge": 0,
  "lumo_energy_ev": 1.06,
  "homo_lumo_gap_ha": 0.3179,
  "largest_force_ha_per_bohr": 0.0175,
  "spin_multiplicity": 1,
  "smiles": "CC(C)=C(C)N"
}

=====

{
  "formula": "C5H11N",
  "method": "ωB97M-V/def2-TZVPD",
  "species": ["C", "C", "C", "N", "C", "C", "H", "H", "H", "H", "H", "H", "H", "H", "H", "H", "H"],
  "coordinates": [[0.711515, -1.132604, -0.947318], [-0.566438, -0.701376, -0.760904], [-1.250718, 0.250270, -1.705293], [-0.577837, 0.783492, 0.989975], [0.082183, 0.180472, 2.186751], [0.569872, 1.246733, 1.335496], [1.626779, -0.174875, 0.030748], [1.076241, -2.046115, -0.480665], [1.281543, -0.790474, -1.811563], [-1.214315, -1.259429, -0.087983], [-0.525252, 0.910270, -2.195600], [-1.992941, 0.868265, -1.191725], [-1.762197, -0.322739, -2.491626], [0.530013, -0.812747, 2.071581], [-0.391093, 0.375709, 3.149023], [1.048764, 2.216472, 1.269558], [1.732490, 0.434223, 0.577147]],
  "atomic_forces_ev_per_a": [[-0.531, -0.355, -0.348], [0.125, -0.391, -0.363], [0.031, 0.018, -0.002], [0.256, 0.354, 0.215], [0.002, -0.256, 0.286], [-0.702, 0.313, 0.137], [0.236, 0.403, 0.313], [-0.102, 0.219, 0.022], [-0.067, 0.059, 0.208], [0.165, 0.148, -0.053], [-0.101, -0.114, 0.087], [0.155, -0.141, -0.064], [0.079, 0.116, 0.137], [-0.079, 0.170, -0.026], [0.086, -0.059, -0.161], [0.051, -0.228, -0.088], [0.396, -0.254, -0.299]],
  "de_lowest_kj_mol": 503.5,
  "charge": 0,
  "lumo_energy_ev": 1.15,
  "homo_lumo_gap_ha": 0.3745,
  "largest_force_ha_per_bohr": 0.0152,
  "spin_multiplicity": 1
}

=====

{
  "formula": "C5H11N",
  "method": "ωB97M-V/def2-TZVPD",
  "species": ["C", "C", "N", "C", "C", "C", "H", "H", "H", "H", "H", "H", "H", "H", "H", "H", "H"],
  "coordinates": [[-2.228634, 0.644379, 1.226660], [-0.778153, -0.635183, -1.325830], [0.119110, -0.561235, -0.395808], [0.640671, -0.846489, 0.794329], [1.248369, 0.263750, 0.038247], [2.572455, 0.166044, -0.681880], [-2.987058, -0.107825, 0.990291], [-2.440343, 1.105113, 2.192914], [-2.223238, 1.405208, 0.441371], [-1.507930, -1.436201, -1.291418], [-0.838166, 0.157264, -2.061262], [-1.251588, 0.158980, 1.291646], [0.976618, -1.795654, 1.183043], [0.955057, 1.286887, 0.304615], [3.332523, 0.567314, -0.001276], [2.611740, 0.749828, -1.607052], [2.826179, -0.877571, -0.894563]],
  "atomic_forces_ev_per_a": [[-0.077, 0.052, 0.037], [0.105, -0.055, 0.020], [-0.066, -0.028, -0.003], [0.053, -0.211, -0.141], [0.130, 0.241, -0.062], [0.031, -0.021, -0.034], [0.050, 0.168, 0.085], [-0.122, -0.012, -0.112], [-0.043, -0.082, 0.168], [0.186, 0.052, -0.048], [0.117, -0.148, 0.071], [-0.244, 0.125, 0.077], [-0.032, 0.066, -0.045], [0.071, -0.171, 0.066], [-0.047, -0.077, -0.157], [-0.044, -0.061, 0.104], [-0.070, 0.162, -0.026]],
  "de_lowest_kj_mol": 389.1,
  "charge": 0,
  "lumo_energy_ev": 1.06,
  "homo_lumo_gap_ha": 0.3041,
  "largest_force_ha_per_bohr": 0.0055,
  "spin_multiplicity": 1
}

=====

{
  "formula": "C5H11N",
  "method": "ωB97M-V/def2-TZVPD",
  "species": ["C", "C", "N", "C", "C", "C", "H", "H", "H", "H", "H", "H", "H", "H", "H", "H", "H"],
  "coordinates": [[-2.832667, 0.735035, -0.329242], [-1.725857, 0.216525, 0.201508], [-0.434937, 0.596015, -0.085892], [0.675293, -0.354425, -0.210012], [1.923343, 0.401495, -0.666762], [0.959533, -1.081555, 1.101558], [-2.795517, 1.519375, -1.077022], [-3.809697, 0.363505, -0.037332], [-1.805947, -0.582535, 0.936268], [-0.411087, 1.314105, -0.809162], [0.417473, -1.090345, -0.981332], [1.733013, 0.951205, -1.595172], [2.751353, -0.291145, -0.850192], [2.246663, 1.128505, 0.086878], [1.214133, -0.379405, 1.902648], [0.098063, -1.668885, 1.434018], [1.796843, -1.777475, 0.979238]],
  "atomic_forces_ev_per_a": [[-0.216, -0.064, 0.014], [-0.169, -0.658, 0.042], [0.503, 0.886, -0.229], [0.044, 0.092, 0.114], [-0.066, 0.101, -0.071], [-0.183, -0.152, 0.110], [0.013, -0.017, 0.008], [0.201, 0.158, 0.056], [0.003, 0.075, -0.087], [0.096, -0.292, 0.249], [0.107, -0.163, 0.004], [0.028, -0.090, 0.058], [-0.171, 0.073, 0.030], [-0.119, -0.136, -0.033], [-0.046, 0.011, -0.184], [0.102, 0.057, -0.032], [-0.128, 0.118, -0.050]],
  "de_lowest_kj_mol": 59.4,
  "charge": 0,
  "lumo_energy_ev": 1.14,
  "homo_lumo_gap_ha": 0.3358,
  "largest_force_ha_per_bohr": 0.0203,
  "spin_multiplicity": 1,
  "smiles": "C=CNC(C)C"
}

=====

{
  "formula": "C5H11N",
  "method": "ωB97M-V/def2-TZVPD",
  "species": ["C", "C", "N", "C", "C", "C", "H", "H", "H", "H", "H", "H", "H", "H", "H", "H", "H"],
  "coordinates": [[-2.057729, 0.446905, 0.942090], [-1.076276, -0.459504, -1.098150], [0.116114, -0.678914, -0.574142], [0.400117, -0.772624, 0.789096], [1.064897, 0.278693, -0.044530], [2.478711, 0.213126, -0.568146], [-2.907985, -0.237881, 0.874791], [-2.018302, 0.816751, 1.975900], [-2.256416, 1.315081, 0.309558], [-1.806559, -1.261394, -1.057407], [-1.168760, 0.282955, -1.887414], [-0.859632, -0.194267, 1.097909], [0.906460, -1.624550, 1.235794], [0.656353, 1.287379, 0.092187], [3.169761, 0.648999, 0.161459], [2.586021, 0.766103, -1.508783], [2.773232, -0.826851, -0.740213]],
  "atomic_forces_ev_per_a": [[-0.231, 0.164, 0.026], [0.135, -0.089, -0.097], [-0.227, 0.036, -0.063], [0.069, -0.213, 0.101], [0.052, 0.183, -0.065], [0.019, -0.035, -0.003], [0.126, 0.074, -0.002], [0.021, -0.061, -0.138], [-0.004, -0.099, 0.087], [0.102, 0.096, 0.030], [0.020, -0.057, 0.145], [0.102, -0.016, 0.006], [-0.066, 0.134, -0.070], [0.047, -0.145, -0.016], [-0.103, -0.054, -0.106], [-0.018, -0.068, 0.137], [-0.042, 0.149, 0.028]],
  "de_lowest_kj_mol": 518.2,
  "charge": 0,
  "lumo_energy_ev": [0.66, 0.66],
  "homo_lumo_gap_ha": [0.3004, 0.3004],
  "largest_force_ha_per_bohr": 0.0055,
  "spin_multiplicity": 1
}

=====

{
  "formula": "C5H11N",
  "method": "ωB97M-V/def2-TZVPD",
  "species": ["C", "N", "C", "C", "C", "C", "H", "H", "H", "H", "H", "H", "H", "H", "H", "H", "H"],
  "coordinates": [[1.720616, 0.500869, -0.663006], [1.189891, -0.394542, 0.331901], [0.553164, 0.136833, 1.530066], [-0.221737, -0.370049, 0.341720], [-0.975334, 0.954787, -0.703111], [-1.091745, -1.607109, 0.184301], [1.965246, -0.075664, -1.563824], [0.815384, 1.126856, -0.881530], [2.611027, 1.026880, -0.301925], [0.426936, 1.210765, 1.675360], [0.855355, -0.390030, 2.445837], [-1.767436, 1.225568, -0.026017], [-1.351905, 0.427971, -1.585041], [-0.708646, 1.965483, -1.152491], [-2.102863, -1.356462, 0.515661], [-1.134733, -1.869636, -0.878805], [-0.783224, -2.512521, 0.730904]],
  "atomic_forces_ev_per_a": [[-0.115, 0.349, -0.244], [0.041, -0.344, -0.182], [-0.142, 0.269, -0.129], [-0.792, 1.202, -0.951], [-0.625, -1.101, 0.893], [-0.058, 0.333, -0.069], [0.093, 0.133, 0.163], [2.179, 0.272, -0.280], [-0.226, 0.014, -0.139], [0.381, 0.014, -0.141], [-0.678, -0.049, -0.436], [-0.823, -0.147, 0.022], [-0.214, -0.228, 0.367], [0.758, -1.245, 1.085], [-0.006, -0.095, -0.100], [-0.052, 0.003, 0.142], [0.280, 0.620, -0.001]],
  "de_lowest_kj_mol": 323.5,
  "charge": 0,
  "lumo_energy_ev": 1.03,
  "homo_lumo_gap_ha": 0.3709,
  "largest_force_ha_per_bohr": 0.0430,
  "spin_multiplicity": 1,
  "smiles": "CN1CC1(C)C"
}

=====

{
  "formula": "C5H11N",
  "method": "ωB97M-V/def2-TZVPD",
  "species": ["C", "C", "C", "C", "C", "N", "H", "H", "H", "H", "H", "H", "H", "H", "H", "H", "H"],
  "coordinates": [[2.386911, 1.272935, -0.082550], [1.082171, 0.520435, 0.590040], [-0.032998, 0.192407, -0.401846], [-1.109945, -0.552043, -0.077660], [-2.052169, -1.166679, -1.103199], [-1.407087, -0.748676, 1.324740], [1.997419, 2.168031, -0.664361], [3.183178, 1.533179, 0.623180], [2.842338, 0.415095, -0.744461], [0.702818, 1.195839, 1.481306], [1.337714, -0.394954, 1.087015], [-0.198158, 0.636649, -1.407005], [-1.626868, -0.869006, -2.135327], [-1.971277, -2.277451, -1.082408], [-3.097814, -0.819457, -1.091903], [-0.676822, -1.269154, 1.772167], [-1.359410, 0.162849, 1.912274]],
  "atomic_forces_ev_per_a": [[-1.558, -2.528, -0.847], [0.097, 3.158, 0.340], [-1.093, 0.161, -0.496], [0.290, 0.846, 0.709], [1.217, 0.581, -1.603], [-0.348, 1.231, 1.287], [0.826, -1.233, 0.580], [-0.534, 0.128, 0.057], [-0.768, 2.068, 0.696], [0.485, -1.020, -1.725], [0.547, -0.523, 0.136], [1.383, -0.360, 0.423], [-0.709, -0.470, 1.454], [-0.339, 0.733, 0.223], [0.383, -0.314, 0.423], [0.312, -0.798, 0.165], [-0.191, -1.661, -1.822]],
  "de_lowest_kj_mol": 170.2,
  "charge": 0,
  "lumo_energy_ev": 0.99,
  "homo_lumo_gap_ha": 0.3606,
  "largest_force_ha_per_bohr": 0.0618,
  "spin_multiplicity": 1,
  "smiles": "CC/C=C(/C)N"
}